A molecular structure, C22H27ClN5O2Rh, computed with the ωB97M-V functional and the def2-TZVPD basis.

Geometry (Å):
Rh 0.756 -0.436 -0.034
C 0.088 0.291 -4.495
C 0.133 -0.212 -3.093
N 0.992 0.167 -2.233
C 2.131 1.028 -2.482
C 2.968 1.067 -1.201
N 3.049 -0.312 -0.672
C 3.977 -0.539 0.441
C 3.372 -0.053 1.754
N 2.004 -0.560 1.941
C 1.870 -1.904 2.513
C 0.395 -2.282 2.522
N -0.100 -2.161 1.164
C -1.226 -2.600 0.760
C -2.244 -3.270 1.620
C -1.494 -2.406 -0.691
C -2.464 -3.099 -1.405
C -2.605 -2.823 -2.756
C -1.805 -1.861 -3.358
C -0.841 -1.221 -2.591
N -0.703 -1.530 -1.301
H 1.088 0.497 -4.875
H -0.468 1.233 -4.514
H -0.401 -0.399 -5.175
H 1.830 2.036 -2.775
H 2.733 0.614 -3.298
H 2.477 1.704 -0.460
H 3.957 1.486 -1.405
H 3.280 -0.940 -1.435
H 4.929 -0.024 0.283
H 4.182 -1.608 0.491
H 3.325 1.036 1.752
H 4.017 -0.363 2.581
H 1.494 0.108 2.513
H 2.274 -1.948 3.527
H 2.424 -2.613 1.896
H -0.155 -1.608 3.188
H 0.270 -3.300 2.896
H -2.160 -2.943 2.654
H -2.113 -4.357 1.607
H -3.247 -3.044 1.265
H -3.090 -3.839 -0.927
H -3.341 -3.355 -3.343
H -1.937 -1.628 -4.404
Cl -4.136 6.185 2.591
C -3.166 4.865 2.091
C -3.546 4.114 0.981
C -2.765 3.048 0.584
C -1.596 2.736 1.278
C -1.218 3.497 2.381
C -2.007 4.553 2.795
C -0.787 1.585 0.828
O -1.319 0.630 0.204
O 0.466 1.537 1.067
H -4.449 4.371 0.446
H -3.053 2.447 -0.268
H -0.310 3.259 2.919
H -1.737 5.145 3.658

Kohn-Sham gap (alpha / beta): 6.81 / 5.18 eV
LUMO (alpha / beta): -6.67 / -8.28 eV
Total charge: +2
HOMO energy (alpha / beta): -13.482 / -13.463 eV
2S+1: 5
DFT total energy: -50313.623 eV